{
  "formula": "C6H14O2",
  "method": "wB97M-V/def2-TZVPD",
  "symbols": ["C", "O", "H", "H", "H", "H", "C", "C", "C", "C", "C", "O", "H", "H", "H", "H", "H", "H", "H", "H", "H", "H"],
  "positions_angstrom": [[-0.10, -1.88, -1.03], [0.90, -2.51, -0.23], [0.97, -3.44, -0.47], [-1.07, -2.35, -0.89], [0.12, -1.95, -2.10], [-0.54, -0.72, -0.15], [0.12, -0.27, 1.96], [1.35, 0.66, -0.70], [-0.57, 2.29, -0.85], [-0.56, 0.36, 0.75], [0.17, 1.22, -0.11], [-1.86, 0.83, 1.04], [-2.24, 0.27, 1.73], [1.01, -0.81, 1.66], [0.35, 0.49, 2.71], [-0.54, -1.02, 2.40], [0.86, -0.32, -1.22], [2.03, 0.14, -0.03], [1.90, 1.33, -1.36], [-1.17, 2.89, -0.16], [-1.27, 1.85, -1.57], [0.12, 2.94, -1.39]],
  "total_charge": 0,
  "homo_energy_ev": -7.629,
  "lumo_ev": 0.66,
  "gap_ev": 8.3,
  "de_lowest_ev": 4.609
}